{
  "formula": "C5H6Cl2Cr2O4S",
  "method": "wB97M-V/def2-TZVPD",
  "total_charge": 4,
  "max_force_ev_per_a": 9.94,
  "total_energy_ev": -106141.255,
  "gap_ev": [5.1, 6.8],
  "multiplicity": 7,
  "species": ["Cr", "Cr", "Cl", "Cl", "C", "C", "C", "O", "O", "O", "C", "S", "C", "O", "H", "H", "H", "H", "H", "H"],
  "xyz": [[0.168643, -0.278694, -3.854139], [0.164234, 0.530690, -0.263378], [-0.528453, -1.477996, -1.969049], [-0.028662, 1.764843, -2.277833], [1.534451, 1.757515, 0.231094], [0.583466, -1.939273, -4.720853], [0.731360, 1.080205, -5.198066], [2.393206, 2.459196, 0.569175], [0.942968, -2.953094, -5.173615], [1.122114, 1.893606, -5.927987], [-1.178558, -1.555949, 3.114284], [-0.969885, -0.254275, 1.866605], [-0.466264, 1.092423, 2.946810], [0.350223, -0.769653, 1.160732], [-1.897305, -1.205032, 3.861818], [-0.199347, -1.766208, 3.558498], [-1.571470, -2.441874, 2.601724], [0.563388, 0.934464, 3.275772], [-0.556456, 2.039109, 2.407681], [-1.157656, 1.089996, 3.790729]],
  "forces_ev_per_a": [[-2.10, 1.33, 4.48], [-2.31, -3.39, -1.10], [0.73, 0.93, -0.79], [0.26, -1.09, -0.19], [6.91, 5.41, 2.99], [2.98, -8.51, -4.17], [2.90, 5.73, -5.75], [-4.51, -3.59, -1.86], [-2.25, 6.01, 2.65], [-2.21, -4.44, 3.98], [-0.76, -0.90, -0.20], [-0.47, -0.33, 2.35], [0.16, 0.29, -0.45], [0.82, 2.01, -2.04], [-0.03, 0.11, -0.17], [0.09, 0.33, -0.20], [0.04, 0.15, 0.10], [-0.05, -0.23, 0.14], [-0.12, 0.06, 0.12], [-0.07, 0.10, 0.08]]
}